(1)
# C36H28BrN7O2SV

A structure of composition C36H28BrN7O2SV (ωB97M-V/def2-TZVPD, the OMol25 dataset).

The geometry in ORCA input format:
```
! wB97M-V def2-TZVPD RIJCOSX def2/J DEFGRID3
* xyz 0 4
V 0.485 0.265 -0.144
O -4.002 -0.719 -0.983
C -4.447 0.407 -0.387
C -5.813 0.683 -0.389
C -6.287 1.854 0.165
C -5.409 2.782 0.714
C -4.063 2.494 0.768
C -3.566 1.297 0.247
C -2.140 0.990 0.378
O -1.583 0.012 -0.241
N -1.448 1.727 1.221
N -0.165 1.391 1.201
C 0.585 1.812 2.188
C 1.952 1.461 2.167
C 2.818 1.781 3.236
C 4.116 1.333 3.215
C 4.534 0.595 2.109
C 3.635 0.366 1.078
N 2.375 0.775 1.074
H -3.020 -0.707 -0.903
H -6.480 -0.040 -0.834
H -7.349 2.056 0.164
H -5.779 3.720 1.102
H -3.358 3.177 1.211
H 0.155 2.390 3.001
H 2.433 2.355 4.065
H 4.792 1.547 4.030
H 5.535 0.199 2.047
H 3.973 -0.176 0.208
N -0.555 -3.560 1.323
C -0.781 -3.486 2.699
C -1.861 -4.155 3.255
C -2.084 -4.110 4.621
C -1.241 -3.381 5.440
C -0.166 -2.693 4.895
C 0.067 -2.755 3.533
S 1.416 -1.872 2.791
N 0.923 -1.718 1.198
C 0.100 -2.545 0.637
C -0.103 -2.425 -0.791
C -0.721 -3.427 -1.554
C -0.818 -3.294 -2.918
C -0.281 -2.142 -3.508
C 0.288 -1.187 -2.699
N 0.385 -1.289 -1.367
H -1.287 -4.037 0.817
H -2.520 -4.715 2.607
H -2.928 -4.639 5.036
H -1.427 -3.338 6.501
H 0.500 -2.120 5.521
H -1.096 -4.325 -1.091
H -1.284 -4.060 -3.516
H -0.312 -2.010 -4.577
H 0.695 -0.278 -3.128
C -0.459 4.085 -2.987
C -1.109 2.878 -3.165
C -0.793 1.792 -2.366
C 0.181 1.857 -1.367
C 0.808 3.092 -1.199
C 0.499 4.187 -1.993
H -0.711 4.940 -3.597
H -1.878 2.780 -3.920
H -1.343 0.870 -2.531
H 1.555 3.216 -0.421
H 1.003 5.130 -1.833
Br 4.860 2.728 -4.612
C 4.313 1.256 -3.543
C 5.061 0.089 -3.510
C 4.609 -0.944 -2.702
C 3.436 -0.759 -1.985
N 2.723 0.359 -2.032
C 3.151 1.352 -2.788
H 5.960 -0.008 -4.102
H 5.159 -1.871 -2.631
H 3.039 -1.538 -1.347
H 2.547 2.251 -2.800
*
```

- HOMO level (spin up / spin down): -5.8 / -7.4 eV
- Energy: -5838.64687 Eh
- Lowest unoccupied orbital energy (spin up / spin down): -0.5 / -0.7 eV
- <S²>: 3.8112
- Kohn-Sham gap (spin up / spin down): 5.27 / 6.65 eV

(2)
# C36H28CrN7O4S2

A structure of composition C36H28CrN7O4S2 (ωB97M-V/def2-TZVPD, the OMol25 dataset).

The geometry in ORCA input format:
```
! wB97M-V def2-TZVPD RIJCOSX def2/J DEFGRID3
* xyz -1 5
Cr -0.672 0.031 -1.175
N 1.385 0.618 6.835
C 1.513 1.148 5.578
C 2.521 0.691 4.705
C 2.507 1.068 3.388
C 1.467 1.913 2.897
C 0.520 2.423 3.784
C 0.573 2.107 5.143
S 1.315 2.056 1.085
O 1.179 3.459 0.809
O 2.399 1.252 0.486
N -0.052 1.293 0.510
C -1.298 1.746 0.643
N -1.721 2.548 1.601
C -3.051 2.664 1.743
C -3.982 2.193 0.826
C -3.421 1.402 -0.159
N -2.092 1.166 -0.270
H 1.700 -0.341 6.981
H 0.569 0.864 7.352
H 3.209 -0.079 5.113
H 3.331 0.817 2.681
H -0.164 3.159 3.359
H -0.128 2.547 5.802
H -3.294 3.369 2.539
H -5.064 2.405 0.934
H -3.992 0.874 -0.980
O -3.648 -1.530 -3.526
C -2.726 -1.231 -2.748
O -1.736 -0.378 -2.803
C -2.760 -1.968 -1.477
C -3.606 -3.084 -1.294
C -3.559 -3.787 -0.121
C -2.526 -3.465 0.826
C -2.288 -4.261 2.018
C -1.452 -3.749 2.968
C -0.857 -2.480 2.860
C -1.037 -1.749 1.675
C -1.727 -2.346 0.571
N -1.765 -1.631 -0.586
H -4.374 -3.286 -2.051
H -4.321 -4.521 0.226
H -2.882 -5.136 2.175
H -1.328 -4.308 3.880
H -0.250 -2.099 3.626
H -0.621 -0.751 1.630
N 0.378 4.954 -6.170
C 1.267 4.612 -5.205
S 2.832 5.168 -5.313
C 0.721 3.687 -4.216
C 1.650 2.933 -3.421
C 1.239 1.984 -2.518
N -0.075 1.708 -2.378
C -1.015 2.390 -3.054
C -0.641 3.379 -3.977
H 0.699 5.535 -6.982
H -0.416 4.340 -6.380
H 2.727 3.181 -3.549
H 1.811 1.387 -1.785
H -2.050 2.006 -2.992
H -1.402 3.863 -4.592
C 3.351 -3.460 0.956
C 2.620 -2.372 1.457
C 1.856 -1.594 0.609
C 1.822 -1.836 -0.787
C 0.969 -1.185 -1.702
C 1.116 -1.427 -3.018
C 1.996 -2.431 -3.517
C 2.795 -3.153 -2.673
C 2.698 -2.879 -1.272
C 3.436 -3.671 -0.391
H 4.038 -4.027 1.579
H 2.624 -2.176 2.533
H 1.252 -0.767 0.999
H 0.422 -0.914 -3.725
H 1.902 -2.521 -4.647
H 3.466 -3.896 -3.113
H 4.119 -4.452 -0.814
*
```

- HOMO level (spin up / spin down): -2.0 / -4.8 eV
- Energy: -3913.86185 Eh
- Lowest unoccupied orbital energy (spin up / spin down): 1.0 / 0.9 eV
- Energy above the lowest of the compared OMol25 structures with the same formula, charge and spin: 0.0000 eV
- <S²>: 6.0690
- Kohn-Sham gap (spin up / spin down): 3.01 / 5.74 eV

(3)
# C36H28MoN6O9S

A structure of composition C36H28MoN6O9S (ωB97M-V/def2-TZVPD, the OMol25 dataset).

The geometry in ORCA input format:
```
! wB97M-V def2-TZVPD RIJCOSX def2/J DEFGRID3
* xyz -2 1
Mo -0.716 -0.051 0.018
O 1.878 0.388 2.008
C 2.967 0.217 1.118
C 2.541 0.443 -0.381
O 3.479 0.581 -1.172
O 1.313 0.497 -0.654
C 3.938 1.336 1.488
C 3.547 2.648 1.218
C 4.345 3.716 1.587
C 5.558 3.492 2.231
C 5.957 2.192 2.495
C 5.150 1.120 2.126
C 3.582 -1.172 1.299
C 3.263 -1.919 2.431
C 3.819 -3.174 2.637
C 4.708 -3.703 1.714
C 5.030 -2.966 0.583
C 4.474 -1.711 0.375
H 1.111 -0.125 1.633
H 2.618 2.824 0.684
H 4.027 4.726 1.359
H 6.187 4.326 2.517
H 6.902 2.004 2.992
H 5.470 0.108 2.337
H 2.555 -1.514 3.140
H 3.533 -3.748 3.510
H 5.131 -4.690 1.865
H 5.714 -3.373 -0.153
H 4.713 -1.134 -0.509
O -4.562 3.489 2.673
C -3.362 3.802 3.124
O -3.178 4.721 3.897
C -2.234 2.988 2.611
C -0.905 3.186 2.935
N -0.189 2.274 2.264
N -0.974 1.481 1.531
C -2.218 1.891 1.724
C -3.296 1.083 1.069
O -4.486 1.389 1.311
O -2.894 0.136 0.347
H -4.539 2.670 2.045
H -0.453 3.911 3.589
H 0.801 2.028 2.284
N -7.387 3.628 -2.386
C -5.986 3.488 -2.355
C -5.294 3.100 -3.501
C -3.922 2.914 -3.466
C -3.230 3.120 -2.281
C -3.912 3.508 -1.138
C -5.283 3.688 -1.170
S -1.475 2.868 -2.211
O -1.007 3.649 -1.091
O -0.966 3.169 -3.525
N -1.271 1.338 -1.801
C -1.515 0.275 -2.592
N -1.140 -0.865 -1.913
C -1.333 -2.028 -2.505
C -1.889 -2.103 -3.781
C -2.241 -0.910 -4.377
N -2.070 0.282 -3.799
H -7.740 3.936 -3.278
H -7.745 4.201 -1.637
H -5.842 2.930 -4.423
H -3.375 2.602 -4.344
H -3.357 3.678 -0.224
H -5.809 3.968 -0.265
H -1.039 -2.906 -1.941
H -2.044 -3.054 -4.271
H -2.691 -0.896 -5.366
C -0.269 -1.551 0.851
C 0.170 -2.879 1.205
C 0.989 -3.620 0.334
C 1.422 -4.893 0.664
C 1.062 -5.471 1.877
C 0.261 -4.750 2.756
C -0.179 -3.477 2.427
H 1.295 -3.157 -0.597
H 2.065 -5.432 -0.023
H 1.409 -6.464 2.138
H -0.023 -5.185 3.708
H -0.805 -2.918 3.111
*
```

- HOMO level (spin up / spin down): -0.6 / -0.6 eV
- Energy: -2860.93590 Eh
- Lowest unoccupied orbital energy (spin up / spin down): 4.4 / 4.4 eV
- Energy above the lowest of the compared OMol25 structures with the same formula, charge and spin: 0.6812 eV
- Kohn-Sham gap (spin up / spin down): 5.03 / 5.03 eV

(4)
# C36H29AsF6O3PPtS2Sb

A structure of composition C36H29AsF6O3PPtS2Sb (ωB97M-V/def2-TZVPD, the OMol25 dataset).

The geometry in ORCA input format:
```
! wB97M-V def2-TZVPD RIJCOSX def2/J DEFGRID3
* xyz 3 2
Pt 0.867 0.723 -0.479
O 2.171 2.293 -0.323
S 2.236 2.572 -1.832
O 3.489 2.871 -2.384
O 1.520 1.304 -2.339
C 1.079 3.842 -2.118
C 1.468 4.956 -2.839
C 0.518 5.932 -3.125
C -0.793 5.772 -2.708
C -1.174 4.642 -1.989
C -0.233 3.668 -1.676
P -0.860 2.267 -0.728
C -1.428 2.870 0.850
C -2.260 2.089 1.665
C -2.643 2.560 2.907
C -2.195 3.802 3.349
C -1.361 4.574 2.550
C -0.971 4.113 1.301
C -2.159 1.548 -1.712
C -3.500 1.545 -1.318
C -4.462 1.071 -2.198
C -4.095 0.614 -3.456
C -2.760 0.637 -3.857
C -1.791 1.107 -2.994
H 2.491 5.051 -3.177
H 0.808 6.811 -3.685
H -1.534 6.524 -2.944
H -2.208 4.532 -1.680
H -2.626 1.125 1.330
H -3.302 1.968 3.529
H -2.503 4.171 4.318
H -1.019 5.541 2.894
H -0.323 4.723 0.686
H -3.807 1.947 -0.363
H -5.504 1.080 -1.906
H -4.854 0.255 -4.139
H -2.485 0.305 -4.849
H -0.757 1.152 -3.320
S -0.470 -1.072 -1.043
Sb 0.506 -2.690 0.560
C 1.612 -4.044 -0.554
C 2.181 -3.692 -1.774
C 2.840 -4.681 -2.486
C 2.936 -5.968 -1.973
C 2.365 -6.295 -0.748
C 1.680 -5.333 -0.024
C 1.102 -1.116 1.845
C 0.504 0.195 1.596
C 0.973 1.277 2.428
C 1.963 1.091 3.361
C 2.461 -0.189 3.575
C 2.027 -1.304 2.819
C -1.089 -3.618 1.492
C -1.666 -4.748 0.912
C -2.713 -5.373 1.568
C -3.171 -4.874 2.782
C -2.592 -3.747 3.354
C -1.546 -3.107 2.710
H 2.152 -2.681 -2.154
H 3.293 -4.438 -3.437
H 3.465 -6.728 -2.532
H 2.452 -7.298 -0.354
H 1.226 -5.591 0.925
H -0.588 0.172 1.484
H 0.523 2.254 2.314
H 2.331 1.922 3.946
H 3.217 -0.345 4.337
H 2.485 -2.265 3.009
H -1.306 -5.145 -0.030
H -3.168 -6.254 1.136
H -3.984 -5.374 3.292
H -2.950 -3.377 4.306
H -1.081 -2.241 3.168
F 2.367 -0.866 -0.582
As 4.302 -0.838 -0.141
F 4.450 -1.923 -1.442
F 3.843 -2.164 0.882
F 5.913 -0.821 0.321
F 3.777 0.238 1.116
F 4.336 0.493 -1.209
*
```

- HOMO level (spin up / spin down): -17.0 / -17.0 eV
- Energy: -5946.25630 Eh
- Lowest unoccupied orbital energy (spin up / spin down): -11.0 / -12.5 eV
- Energy above the lowest of the compared OMol25 structures with the same formula, charge and spin: 0.0000 eV
- <S²>: 0.7547
- Kohn-Sham gap (spin up / spin down): 5.96 / 4.45 eV

(5)
# C36H29Cl2N3O3PPd

A structure of composition C36H29Cl2N3O3PPd (ωB97M-V/def2-TZVPD, the OMol25 dataset).

The geometry in ORCA input format:
```
! wB97M-V def2-TZVPD RIJCOSX def2/J DEFGRID3
* xyz 3 1
Pd -0.570 0.434 -0.028
Cl 1.692 -6.746 -1.455
C 1.348 -5.089 -1.426
C 2.000 -4.209 -2.327
C 1.730 -2.877 -2.308
C 0.778 -2.283 -1.395
O 0.560 -1.051 -1.441
C 0.108 -3.215 -0.489
C -0.957 -2.803 0.372
N -1.355 -1.595 0.533
C -2.517 -1.232 1.195
C -2.957 -1.752 2.400
C -4.199 -1.364 2.915
C -5.032 -0.527 2.214
C -4.620 0.035 0.986
C -5.409 0.902 0.198
C -4.873 1.472 -0.929
C -3.536 1.199 -1.265
N -2.802 0.358 -0.576
C -3.314 -0.254 0.515
C 0.413 -4.570 -0.530
H 2.716 -4.612 -3.028
H 2.210 -2.214 -3.012
H -1.510 -3.616 0.856
H -2.336 -2.437 2.956
H -4.514 -1.757 3.870
H -6.008 -0.269 2.596
H -6.437 1.082 0.477
H -5.447 2.141 -1.551
H -3.074 1.664 -2.129
H -0.096 -5.241 0.148
Cl 1.639 -0.018 1.298
C 2.943 0.648 0.366
C 4.241 0.226 0.600
C 5.273 0.779 -0.144
C 5.010 1.744 -1.104
C 3.710 2.164 -1.330
C 2.658 1.614 -0.599
P 0.954 2.253 -0.784
C 1.119 3.823 0.130
C 1.126 5.076 -0.480
C 1.373 6.205 0.284
C 1.608 6.100 1.646
C 1.597 4.852 2.256
C 1.348 3.719 1.505
C 0.605 2.604 -2.509
C 1.328 1.985 -3.534
C 1.126 2.390 -4.840
C 0.194 3.383 -5.127
C -0.580 3.940 -4.115
C -0.409 3.526 -2.808
H 4.452 -0.512 1.358
H 6.285 0.451 0.031
H 5.819 2.173 -1.675
H 3.503 2.917 -2.076
H 0.984 5.175 -1.545
H 1.403 7.173 -0.190
H 1.813 6.982 2.232
H 1.797 4.765 3.314
H 1.336 2.742 1.977
H 2.059 1.226 -3.298
H 1.701 1.945 -5.637
H 0.048 3.699 -6.149
H -1.301 4.706 -4.352
H -1.032 3.918 -2.015
N -1.588 3.096 4.022
C -2.011 3.583 2.691
C -1.567 2.485 1.687
O -1.188 1.416 2.228
O -1.600 2.707 0.477
H -2.333 3.081 4.724
H -0.803 3.630 4.409
H -1.281 2.094 3.768
H -1.545 4.530 2.422
H -3.095 3.685 2.618
*
```

- HOMO level (spin up / spin down): -15.9 / -15.9 eV
- Energy: -3167.87548 Eh
- Lowest unoccupied orbital energy (spin up / spin down): -12.0 / -12.0 eV
- Kohn-Sham gap (spin up / spin down): 3.92 / 3.89 eV

(6)
# C36H29CoN4O6P2Te

A structure of composition C36H29CoN4O6P2Te (ωB97M-V/def2-TZVPD, the OMol25 dataset).

The geometry in ORCA input format:
```
! wB97M-V def2-TZVPD RIJCOSX def2/J DEFGRID3
* xyz -1 2
Co -0.518 -0.242 0.033
Te 2.115 -3.670 2.326
C 2.989 -3.133 4.200
C 3.827 -4.016 4.877
C 4.435 -3.606 6.052
N 4.268 -2.402 6.594
C 3.445 -1.572 5.953
C 2.787 -1.884 4.774
C 1.321 -1.739 1.944
P -0.469 -1.664 1.904
C -0.760 0.079 2.360
C -2.204 0.451 2.546
C -2.399 1.593 3.468
C -1.385 2.456 3.723
C -0.064 2.233 3.251
C 0.229 1.036 2.635
C -1.088 -2.510 3.411
C -1.741 -3.733 3.271
C -2.293 -4.364 4.376
C -2.196 -3.778 5.629
C -1.531 -2.567 5.776
C -0.986 -1.930 4.671
P 1.655 -0.955 0.346
C 3.201 -0.008 0.597
C 4.181 -0.421 1.494
C 5.302 0.363 1.712
C 5.458 1.566 1.034
C 4.491 1.982 0.132
C 3.363 1.201 -0.078
C 2.157 -2.300 -0.784
C 3.472 -2.502 -1.189
C 3.798 -3.610 -1.961
C 2.820 -4.512 -2.342
C 1.503 -4.305 -1.952
C 1.171 -3.208 -1.177
H 4.012 -5.009 4.483
H 5.103 -4.274 6.589
H 3.315 -0.595 6.410
H 2.139 -1.166 4.284
H -2.813 -0.419 2.819
H -3.387 1.743 3.885
H -1.573 3.320 4.352
H 0.726 2.941 3.468
H 1.264 0.790 2.429
H -1.815 -4.172 2.283
H -2.806 -5.311 4.253
H -2.643 -4.260 6.489
H -1.443 -2.115 6.756
H -0.483 -0.975 4.779
H 4.071 -1.355 2.026
H 6.051 0.038 2.424
H 6.331 2.180 1.217
H 4.614 2.919 -0.398
H 2.591 1.526 -0.768
H 4.243 -1.799 -0.902
H 4.826 -3.763 -2.266
H 3.078 -5.372 -2.947
H 0.728 -4.996 -2.261
H 0.146 -3.039 -0.878
C -0.900 3.815 0.267
C -0.473 3.016 -0.906
N -0.369 1.699 -0.990
C -0.004 1.417 -2.281
C 0.138 2.578 -2.986
N -0.160 3.574 -2.095
C 0.598 2.903 -4.351
O 0.886 1.884 -5.115
O 0.693 4.066 -4.695
C 0.030 0.002 -2.760
O 0.461 -0.210 -3.913
O -0.422 -0.857 -1.962
H -1.933 3.582 0.513
H -0.816 4.881 0.058
H -0.300 3.564 1.141
H -0.155 4.548 -2.352
H 0.698 0.988 -4.634
O -3.508 1.714 0.939
N -2.789 0.782 1.121
O -2.462 0.010 0.209
*
```

- HOMO level (spin up / spin down): -4.0 / -4.3 eV
- Energy: -4393.21595 Eh
- Lowest unoccupied orbital energy (spin up / spin down): 1.7 / 2.2 eV
- Energy above the lowest of the compared OMol25 structures with the same formula, charge and spin: 2.0535 eV
- <S²>: 0.9885
- Kohn-Sham gap (spin up / spin down): 5.67 / 6.50 eV